Entry 1:
ORCA calculation (wB97M-V/def2-TZVPD) on an isolated molecule of C19H31N7O3 in a non-equilibrium geometry.

The LUMO energy is -0.20 eV. Its energy relative to the best compared isomer or geometry (same formula, charge and spin) is 17.9 kJ/mol. For the HOMO energy, the calculation gives -8.433 eV.

Last column: Mulliken charge in e.
Geometry (Å):
C1 -6.8384 -1.9181 0.1085  -0.75
O1 -5.6695 -1.2816 0.5524  -0.30
C2 -5.4576 -0.0268 -0.0588  -0.73
C3 -4.1569 0.5616 0.4714  -0.44
C4 -2.9608 -0.2980 0.0533  -1.06
N1 -1.7184 0.1450 0.6458  0.11
C5 -1.0620 1.2194 0.1466  0.39
N2 -1.5227 1.7491 -0.9570  -0.42
C6 -0.9253 2.8945 -1.3412  0.42
N3 -1.1583 3.6656 -2.3742  -0.71
O2 -0.3615 4.7393 -2.2087  -0.03
N4 0.3863 4.6793 -1.0897  -0.72
C7 0.0731 3.5413 -0.5195  0.60
N5 0.6025 2.9437 0.5643  -0.32
C8 0.1203 1.7569 0.8521  0.53
N6 0.7081 1.0772 1.8675  0.09
C9 1.7940 1.7355 2.5682  -1.12
C10 3.1357 1.5275 1.8504  -0.95
C11 3.2013 0.1327 1.1979  0.35
C12 2.8307 0.2112 -0.3056  0.03
C13 4.0463 0.6563 -1.1276  -1.89
N7 2.2143 -1.0290 -0.7603  1.04
C14 1.3167 -0.8825 -1.8921  -0.33
C15 0.5149 -2.1770 -2.0390  -0.67
O3 1.3577 -3.2887 -2.2298  -0.44
C16 2.2776 -3.4065 -1.1709  -0.77
C17 3.1178 -2.1358 -1.0216  -0.69
C18 2.2889 -0.8066 1.9919  -1.64
C19 0.8218 -0.3718 1.8887  -0.61
H1 -6.8030 -2.1069 -0.9718  0.32
H2 -7.7287 -1.3161 0.3295  0.29
H3 -6.9000 -2.8651 0.6408  0.23
H4 -5.4020 -0.1440 -1.1518  0.38
H5 -6.2978 0.6473 0.1694  0.42
H6 -4.0309 1.5709 0.0801  0.33
H7 -4.2130 0.6047 1.5610  0.32
H8 -2.8383 -0.2489 -1.0296  0.34
H9 -3.1335 -1.3308 0.3605  0.51
H10 -1.6038 -0.0441 1.6285  0.33
H11 1.8228 1.3141 3.5762  0.46
H12 1.5649 2.7984 2.6314  0.52
H13 3.2517 2.3001 1.0921  0.35
H14 3.9403 1.6461 2.5768  0.44
H15 4.2248 -0.2479 1.2733  0.86
H16 2.0614 0.9792 -0.4241  -0.39
H17 3.7871 0.7176 -2.1822  0.40
H18 4.3733 1.6402 -0.8032  0.45
H19 4.8756 -0.0372 -1.0091  0.41
H20 0.6284 -0.0534 -1.7145  -0.06
H21 1.8600 -0.6925 -2.8331  0.39
H22 -0.1359 -2.1310 -2.9132  0.40
H23 -0.0983 -2.3251 -1.1356  0.33
H24 2.9086 -4.2646 -1.4086  0.37
H25 1.7382 -3.5987 -0.2296  0.30
H26 3.8136 -2.2490 -0.1896  0.43
H27 3.6924 -1.9901 -1.9511  0.36
H28 2.3664 -1.8254 1.6184  0.36
H29 2.6194 -0.8047 3.0322  0.52
H30 0.2660 -0.7736 2.7471  0.35
H31 0.4137 -0.7832 0.9666  0.30

Forces on the atoms, in the same order (eV/Å):
-0.080 -0.032 -0.044
0.261 0.085 0.099
0.064 0.239 0.087
-0.144 -0.343 -0.247
-0.371 0.027 -0.008
0.155 0.013 0.337
-0.612 0.087 -0.833
-0.187 -0.608 0.207
1.061 1.374 0.322
-0.570 -0.846 0.047
0.004 0.169 -0.137
0.516 -0.232 0.839
-1.011 0.008 -1.484
0.162 -0.492 0.456
0.538 1.094 0.097
-0.289 0.072 0.003
0.251 0.356 0.177
-0.035 -0.043 0.011
-0.102 -0.086 -0.035
0.233 0.001 0.132
-0.354 -0.040 0.086
-0.034 -0.031 -0.213
-0.168 -0.316 -0.039
-0.115 0.402 -0.101
0.041 -0.077 -0.137
0.367 0.034 0.150
-0.287 -0.263 0.003
0.040 0.147 -0.145
0.036 -0.664 0.100
-0.021 -0.016 0.031
0.012 -0.034 -0.006
-0.086 -0.011 -0.055
-0.041 0.018 0.038
0.070 -0.072 -0.076
-0.009 0.047 0.040
-0.004 0.061 0.039
-0.060 -0.143 0.068
0.058 0.043 -0.086
0.155 -0.043 -0.060
-0.004 0.034 -0.035
0.051 -0.134 0.146
0.070 0.078 -0.005
0.022 0.063 0.018
-0.011 0.014 -0.012
0.057 -0.028 0.001
0.044 0.040 -0.131
0.092 0.118 0.009
0.100 -0.063 0.008
-0.012 0.029 -0.024
-0.049 0.043 0.010
-0.019 0.027 0.068
0.016 0.040 -0.055
-0.016 0.036 0.074
0.075 0.005 -0.042
0.078 -0.038 0.022
0.052 0.004 0.084
-0.043 -0.066 0.063
0.003 -0.051 0.041
-0.022 -0.053 -0.105
0.072 0.013 0.200

Entry 2:
ORCA calculation (wB97M-V/def2-TZVPD) on an isolated molecule of C5H3ClS2 in a non-equilibrium geometry.

The LUMO energy is -0.77 eV. Its energy relative to the best compared isomer or geometry (same formula, charge and spin) is 105.4 kJ/mol. For the HOMO energy, the calculation gives -8.959 eV.

Last column: Mulliken charge in e.
Geometry (Å):
C1 3.0112 -1.6264 -0.1674  0.00
C2 1.8195 -1.2394 -0.1602  -0.52
C3 0.5577 -0.5113 -0.4035  0.17
C4 0.2688 -0.1498 -1.6748  -0.19
Cl1 -1.0198 0.8376 -2.1207  -0.14
C5 -0.1115 0.0724 0.8311  0.09
S1 0.1480 1.5807 1.5286  -0.15
S2 -1.3626 -0.9254 1.4640  -0.13
H1 4.1727 -1.7265 -0.3379  0.33
H2 1.0215 -0.6413 -2.4017  0.36
H3 -1.6973 -1.6292 0.3594  0.17

Forces on the atoms, in the same order (eV/Å):
-1.424 1.419 -0.609
3.491 -0.604 -0.622
1.164 0.884 0.540
2.320 -2.178 0.463
-0.180 0.168 -0.300
-0.232 1.508 -0.204
0.146 -2.228 -1.071
-0.607 -0.225 0.415
-3.246 -0.045 0.739
-1.848 1.273 0.547
0.415 0.028 0.102

Entry 3:
ORCA calculation (wB97M-V/def2-TZVPD) on an isolated molecule of C4H4ClNOS in a non-equilibrium geometry.

The LUMO energy is 0.39 eV. Its energy relative to the best compared isomer or geometry (same formula, charge and spin) is 55.8 kJ/mol. For the HOMO energy, the calculation gives -9.103 eV.

Last column: Mulliken charge in e.
Geometry (Å):
O1 -0.5702 2.1175 -0.6998  -0.50
C1 -0.2926 1.0414 -0.2657  0.15
C2 -0.0287 0.6671 1.2323  0.32
Cl1 1.4808 1.5355 1.7719  -0.20
C3 0.1642 -0.8303 1.1767  -0.58
C4 -0.0015 -1.2259 -0.1002  -0.22
N1 -0.0580 -0.1722 -0.9953  0.00
S1 -0.5892 -0.3328 -2.5747  -0.14
H1 -0.8424 0.9941 1.9233  0.34
H2 0.2455 -1.5297 2.0554  0.32
H3 -0.1186 -2.2900 -0.4324  0.36
H4 0.6106 0.0254 -3.0916  0.15

Forces on the atoms, in the same order (eV/Å):
-0.014 -0.447 -0.179
0.574 -0.397 0.703
0.237 -0.282 0.199
-0.473 -0.157 -0.178
-0.704 -0.693 0.311
0.413 -1.714 1.467
-1.065 1.435 0.485
0.521 0.146 -0.742
0.648 -0.181 -0.724
-0.117 1.099 -1.151
0.383 1.360 0.072
-0.402 -0.168 -0.265